{
  "formula": "C54H107BrF3N4O5P",
  "method": "wB97M-V/def2-TZVPD",
  "molar_mass_g_mol": 1060.34,
  "homo_energy_ev": [-10.03, -10.70],
  "s_squared": 3.764,
  "total_charge": 1,
  "spin_multiplicity": 4,
  "gap_ev": [7.24, 7.89],
  "e_tot_ha": -5931.3567,
  "species": ["C", "C", "C", "C", "C", "C", "C", "C", "C", "C", "C", "C", "C", "C", "C", "C", "N", "C", "C", "C", "C", "C", "C", "C", "C", "P", "O", "Br", "C", "C", "O", "C", "F", "F", "F", "H", "H", "H", "H", "H", "H", "H", "H", "H", "H", "H", "H", "H", "H", "H", "H", "H", "H", "H", "H", "H", "H", "H", "H", "H", "H", "H", "H", "H", "H", "H", "H", "H", "H", "H", "H", "H", "H", "H", "H", "H", "H", "H", "H", "H", "H", "H", "H", "H", "H", "H", "H", "H", "C", "C", "C", "C", "C", "C", "N", "O", "C", "C", "C", "H", "H", "H", "H", "H", "H", "H", "H", "H", "H", "H", "H", "H", "H", "H", "H", "H", "H", "C", "C", "C", "C", "C", "C", "N", "O", "C", "C", "C", "H", "H", "H", "H", "H", "H", "H", "H", "H", "H", "H", "H", "H", "H", "H", "H", "H", "H", "C", "C", "C", "C", "C", "C", "N", "O", "C", "C", "C", "H", "H", "H", "H", "H", "H", "H", "H", "H", "H", "H", "H", "H", "H", "H", "H", "H", "H"],
  "xyz": [[-13.2204, -0.2161, 0.9510], [-12.1473, -0.6431, 2.0909], [-11.9587, -2.2299, 2.0386], [-10.6421, -2.7191, 2.8533], [-11.0782, -2.9807, 4.3637], [-9.8893, -3.5764, 5.2749], [-8.7776, -4.3829, 4.4543], [-7.8504, -5.1255, 5.5480], [-6.3274, -5.2860, 5.0912], [-6.1440, -5.7238, 3.5526], [-5.3977, -4.5632, 2.7488], [-5.5888, -4.7478, 1.1577], [-5.6582, -3.3387, 0.4197], [-4.4487, -2.3440, 0.7859], [-3.8063, -1.6061, -0.4760], [-4.8636, -0.8719, -1.4301], [-4.4150, -1.1378, -2.8452], [-4.8089, -0.0789, -3.8292], [-4.1885, 1.3794, -3.4634], [-5.2579, 2.4486, -3.9829], [-4.6052, 3.6059, -4.9202], [-5.1143, 3.3681, -6.4415], [-6.6831, 3.6827, -6.6141], [-4.2453, 4.2378, -7.4998], [-3.8626, 1.4783, -1.8785], [-3.6926, 3.3260, -1.4877], [-5.1886, 3.9606, -0.8744], [-2.1666, 3.6194, 0.2017], [-5.0382, 0.7040, -1.1132], [-5.1837, 1.0218, 0.4331], [-3.9300, 1.0217, 1.1651], [-4.1180, 1.2443, 2.5285], [-4.5670, 2.5279, 2.8435], [-2.8453, 1.1281, 3.1259], [-4.9248, 0.2980, 3.1652], [-12.6716, -0.1920, -0.0538], [-13.6344, 0.8225, 1.1456], [-14.0551, -0.9809, 0.9015], [-11.1856, -0.0882, 1.8343], [-12.6050, -0.3189, 3.0768], [-12.8665, -2.7293, 2.5080], [-11.8294, -2.5236, 0.9468], [-10.2826, -3.6585, 2.3062], [-9.8847, -1.8660, 2.7756], [-11.3641, -1.9810, 4.8507], [-12.0176, -3.6237, 4.4205], [-10.3201, -4.3220, 6.0362], [-9.3917, -2.7506, 5.8883], [-8.1865, -3.7103, 3.7525], [-9.3008, -5.1585, 3.8088], [-8.2620, -6.1411, 5.8489], [-7.8778, -4.4726, 6.4906], [-5.8748, -6.1145, 5.7363], [-5.7778, -4.3099, 5.2835], [-5.4434, -6.6297, 3.5569], [-7.1316, -6.0415, 3.0801], [-5.7173, -3.5173, 3.1014], [-4.2839, -4.6344, 2.9835], [-6.6052, -5.2545, 1.0017], [-4.7354, -5.3919, 0.7566], [-6.6224, -2.7837, 0.7013], [-5.6389, -3.4455, -0.7269], [-3.6059, -2.9647, 1.2589], [-4.7705, -1.5499, 1.5298], [-3.2561, -2.4201, -1.0782], [-2.9798, -0.9001, -0.1190], [-5.9217, -1.3090, -1.3535], [-3.3732, -1.1912, -2.8686], [-4.7304, -2.0717, -3.1738], [-5.9571, -0.0571, -3.8330], [-4.4807, -0.3780, -4.8783], [-3.2257, 1.4537, -4.0575], [-5.9246, 2.8845, -3.1630], [-5.9813, 1.8938, -4.6842], [-5.0380, 4.5972, -4.5796], [-3.4692, 3.6029, -4.8852], [-5.0142, 2.2376, -6.6355], [-7.3168, 3.1763, -5.7993], [-6.9269, 4.7888, -6.6279], [-7.0096, 3.1850, -7.5938], [-4.9953, 4.6657, -8.2443], [-3.5407, 3.4910, -8.0082], [-3.6766, 5.0350, -6.9253], [-2.8891, 0.9177, -1.6269], [-5.9155, 3.3280, -1.0540], [-6.0272, 1.0119, -1.6104], [-5.8189, 0.1714, 0.8806], [-5.7356, 1.9801, 0.6813], [1.3248, 1.6735, 0.2111], [0.6572, 0.3029, -0.1180], [1.4727, -0.8490, 0.5151], [2.7881, -1.1247, -0.1997], [2.5518, -1.3554, -1.6897], [1.7707, -0.2010, -2.3472], [0.5203, 0.1475, -1.5993], [-0.3820, -0.8329, -1.8293], [2.7053, 1.0292, -2.4498], [1.4857, -0.5570, -3.8247], [-0.7035, 0.3732, 0.6059], [0.6976, 2.2882, 0.8628], [2.2879, 1.5572, 0.7105], [1.4662, 2.2938, -0.6735], [0.8750, -1.7742, 0.5000], [1.6666, -0.6389, 1.5688], [3.4830, -0.2933, -0.0447], [3.2705, -2.0029, 0.2376], [3.5151, -1.4908, -2.1898], [2.0076, -2.3003, -1.8161], [2.1644, 1.9015, -2.8277], [3.5318, 0.8345, -3.1378], [3.1739, 1.2971, -1.5029], [0.9200, -1.4854, -3.9352], [2.4196, -0.6970, -4.3745], [0.9301, 0.2450, -4.3203], [-1.3191, 1.1765, 0.1939], [-0.5614, 0.5768, 1.6708], [-1.2659, -0.5611, 0.5446], [6.8656, 0.9798, 4.1687], [6.2017, -0.3938, 3.8435], [7.0206, -1.5422, 4.4791], [8.3374, -1.8163, 3.7642], [8.1003, -2.0512, 2.2757], [7.3160, -0.9006, 1.6165], [6.0655, -0.5532, 2.3640], [5.1695, -1.5367, 2.1381], [8.2474, 0.3312, 1.5093], [7.0309, -1.2618, 0.1405], [4.8391, -0.3248, 4.5719], [6.2370, 1.5942, 4.8194], [7.8294, 0.8680, 4.6676], [7.0043, 1.5980, 3.2824], [6.4252, -2.4684, 4.4664], [7.2145, -1.3287, 5.5324], [9.0305, -0.9825, 3.9165], [8.8224, -2.6932, 4.2034], [9.0635, -2.1853, 1.7748], [7.5582, -2.9976, 2.1523], [7.7040, 1.2011, 1.1293], [9.0743, 0.1385, 0.8216], [8.7163, 0.6035, 2.4549], [6.4672, -2.1922, 0.0333], [7.9651, -1.4011, -0.4096], [6.4728, -0.4627, -0.3570], [4.2176, 0.4773, 4.1632], [4.9893, -0.1178, 5.6353], [4.2775, -1.2591, 4.5155], [10.8140, 2.8733, -3.8321], [10.3797, 2.8967, -2.3342], [10.3043, 4.3563, -1.8268], [11.6700, 4.9974, -1.6178], [12.5357, 4.1298, -0.7096], [12.6517, 2.6797, -1.2174], [11.3193, 2.0672, -1.5211], [10.7165, 1.7999, -0.3445], [13.5556, 2.6697, -2.4747], [13.4556, 1.8463, -0.1930], [8.9409, 2.3296, -2.3599], [10.0164, 2.5059, -4.4838], [11.0969, 3.8614, -4.1985], [11.6386, 2.1861, -4.0182], [9.7629, 4.3843, -0.8683], [9.7167, 4.9654, -2.5171], [12.1637, 5.1572, -2.5820], [11.5499, 5.9904, -1.1746], [13.5294, 4.5790, -0.6235], [12.1067, 4.1432, 0.3005], [13.5921, 1.6725, -2.9222], [14.5806, 2.9509, -2.2204], [13.2418, 3.3801, -3.2396], [13.0028, 1.8463, 0.8014], [14.4641, 2.2508, -0.0735], [13.5552, 0.8090, -0.5249], [8.9347, 1.2956, -2.7167], [8.3153, 2.9176, -3.0378], [8.4527, 2.3607, -1.3838]],
  "atomic_forces_ev_per_a": [[0.888, -0.084, 0.140], [-1.347, -0.227, -1.075], [1.041, 0.697, 0.380], [-1.665, 0.333, -0.420], [0.818, 0.483, 0.538], [-0.189, -0.503, -0.263], [-0.408, -0.447, 1.035], [0.394, 0.737, -0.268], [-0.482, -0.703, 0.068], [0.860, 0.251, 0.722], [0.035, -0.379, -0.497], [-0.441, 0.720, 0.541], [0.400, 0.767, -0.195], [0.389, -0.228, -0.058], [0.126, -0.717, 0.122], [-0.719, -0.007, 2.140], [1.127, 0.256, -0.775], [-1.005, 1.134, -0.777], [-0.455, -0.705, 0.140], [0.174, 0.043, -1.153], [-1.291, -0.417, -0.438], [-0.200, 0.229, 0.453], [0.186, -0.940, 0.011], [-0.791, -1.377, 0.666], [-0.911, -1.369, 0.549], [-0.014, 1.765, -0.529], [1.225, -2.037, -0.556], [-1.044, -0.240, -0.383], [0.546, 0.149, -0.855], [-1.571, -1.232, 0.464], [-1.115, 0.256, 1.487], [2.091, 0.234, 1.294], [0.368, -2.712, -0.844], [-2.701, 0.186, -1.370], [1.085, 1.941, -1.432], [-0.924, -0.107, 1.267], [0.411, -1.317, -0.240], [0.890, 1.022, 0.037], [-1.102, -0.774, 0.746], [1.003, -0.354, -0.981], [1.024, 0.555, -0.902], [-0.402, 0.248, 1.313], [-0.209, 1.292, 1.105], [-0.723, -1.377, 0.187], [0.236, -1.312, -0.888], [1.357, 0.612, -0.258], [0.528, 1.142, -1.035], [-0.594, -1.038, -0.927], [-0.604, -0.757, 1.017], [0.651, 0.910, 0.706], [0.294, 1.268, -0.567], [0.136, -0.993, -1.215], [-0.424, 1.354, -0.711], [-0.568, -1.243, -0.239], [-1.114, 1.119, -0.242], [1.286, 0.589, 0.568], [0.146, -1.522, -0.581], [-1.404, 0.158, -0.183], [1.592, 0.486, 0.016], [-1.284, 0.825, 0.357], [1.137, -1.023, -0.452], [-0.240, -0.189, 1.565], [-1.165, 1.069, -0.582], [0.427, -1.194, -0.741], [-0.860, 1.108, 0.673], [-1.380, -0.793, -0.705], [1.646, 0.288, -0.034], [-0.602, 0.015, 0.287], [0.072, 0.649, 0.451], [1.696, 0.038, 0.096], [-0.351, 0.258, 1.458], [-1.115, 0.163, 0.778], [1.104, -0.617, -0.951], [0.963, 0.751, 1.120], [0.899, -0.987, -0.358], [-1.474, 0.081, 0.131], [0.088, 1.588, 0.055], [0.935, 0.818, -1.050], [0.414, -1.291, -0.004], [0.355, 0.983, 1.267], [1.399, -0.355, 0.839], [-0.803, 1.480, 0.534], [-0.686, -0.870, -1.025], [-1.107, 1.135, -0.355], [0.403, 0.524, 0.324], [1.238, -0.291, 0.884], [0.717, 1.230, -0.691], [0.745, -0.965, -0.758], [0.055, 0.310, -0.225], [0.196, 1.414, 1.681], [-0.017, -0.500, -0.478], [0.048, 0.037, -0.037], [-0.327, -0.189, 0.494], [1.615, 0.832, -1.415], [-1.217, -3.957, 0.315], [0.673, 2.036, -0.091], [0.066, 0.208, 0.361], [-0.688, -0.258, 0.239], [-0.263, -0.488, -0.666], [-0.001, -0.306, 0.069], [0.013, -0.018, -0.112], [0.048, -0.146, 0.016], [-0.056, 0.243, -0.117], [-0.126, 0.247, -0.046], [-0.002, -0.075, 0.004], [-0.002, 0.141, 0.010], [-0.142, 0.197, -0.157], [-0.115, 0.173, -0.063], [0.016, -0.073, 0.044], [-0.212, -0.195, -0.019], [-0.122, 0.008, -0.051], [-0.040, 0.139, 0.151], [0.020, 0.119, 0.286], [0.017, -0.029, 0.075], [0.122, -0.192, 0.081], [0.219, 0.069, -0.207], [0.242, -0.002, -0.068], [0.051, 0.305, -0.213], [0.164, 1.452, 1.602], [-0.063, -0.480, -0.403], [0.048, 0.081, 0.009], [-0.281, -0.215, 0.399], [1.580, 0.914, -1.302], [-1.216, -3.848, 0.254], [0.867, 1.941, -0.003], [0.108, 0.098, 0.315], [-0.663, -0.295, 0.230], [-0.292, -0.477, -0.581], [0.004, -0.310, 0.078], [0.020, 0.008, -0.115], [0.069, -0.169, 0.008], [-0.041, 0.254, -0.121], [-0.150, 0.242, -0.034], [-0.035, -0.023, -0.050], [-0.053, 0.060, -0.019], [-0.143, 0.193, -0.159], [-0.115, 0.174, -0.045], [0.023, -0.073, 0.036], [-0.206, -0.115, -0.022], [-0.119, 0.027, -0.049], [-0.071, 0.150, 0.155], [0.039, 0.141, 0.286], [0.005, -0.026, 0.088], [0.068, -0.060, -0.028], [0.260, 0.053, -0.193], [0.080, 0.047, -0.190], [0.238, -0.215, -0.180], [-0.797, 0.301, -1.965], [0.163, -0.039, 0.592], [0.038, 0.003, -0.077], [-0.510, 0.132, 0.068], [2.147, -0.066, -0.551], [-1.615, 1.146, 3.491], [0.920, -0.301, -1.923], [-0.155, 0.166, -0.334], [-0.656, -0.199, 0.308], [0.136, -0.300, 0.727], [-0.095, 0.188, 0.230], [0.094, -0.048, 0.036], [0.004, 0.124, 0.123], [0.101, -0.218, -0.153], [-0.040, -0.232, -0.157], [0.004, -0.036, 0.045], [-0.011, -0.074, -0.032], [0.043, -0.272, -0.052], [-0.012, -0.193, -0.106], [-0.041, 0.074, 0.052], [-0.156, -0.065, 0.225], [-0.043, -0.118, 0.029], [-0.128, -0.038, -0.195], [-0.160, 0.125, -0.239], [-0.076, 0.081, 0.005], [0.057, 0.058, 0.062], [0.325, 0.058, -0.034], [0.200, -0.082, 0.031]]
}